Formula: C9H32N11O10
Source: OMol25
Level of theory: ωB97M-V/def2-TZVPD

Summary:
Net charge   -2
HOMO (alpha / beta)   2.052 / -2.507 eV
Kohn-Sham gap (alpha / beta)   2.717 / 7.238 eV
2S+1   2

Last column: Mulliken charge in e.
Atoms and positions in Å:
N (-14.03103, 2.77881, 9.64628)  -0.220
C (-13.39512, 1.10815, 5.97707)  1.155
C (-9.46907, 4.83598, 5.06817)  -0.508
N (-9.72703, -1.82931, 8.64216)  -0.215
H (-9.66620, 4.03927, 11.02975)  0.381
H (-10.34731, 4.25859, 4.77935)  0.017
H (-11.29956, 1.19784, 5.63698)  0.107
H (-8.95804, 5.05852, 4.13147)  0.316
H (-11.42568, -0.24526, 8.35927)  0.072
H (-15.05039, 0.02803, 9.02693)  0.197
H (-8.36768, 0.62747, 4.08615)  0.194
O (-7.02345, -1.34630, 4.44218)  -0.786
H (-9.67677, 0.28792, 13.11507)  0.191
O (-10.35128, 1.70718, 9.33261)  -0.827
O (-15.17804, 1.53674, 11.08566)  -0.795
H (-13.69850, 3.45525, 10.31855)  0.296
H (-6.22262, -0.98929, 6.80030)  0.190
H (-9.44678, -1.02394, 8.10092)  0.151
C (-7.47152, -0.54610, 5.30865)  0.434
O (-10.84739, 2.89781, 7.66180)  -0.983
H (-12.56815, 2.61044, 6.79168)  0.177
H (-14.62249, 1.39339, 8.01591)  0.419
N (-14.88071, 1.01760, 8.91713)  -0.392
H (-8.51710, 1.09473, 5.75692)  0.389
H (-12.66952, -1.35756, 8.98366)  0.069
O (-13.48363, 2.32421, 6.75199)  -0.689
O (-11.29355, -3.15651, 9.45110)  -0.771
H (-12.15223, 2.26959, 4.51817)  0.193
O (-8.59001, 4.12875, 5.95106)  -0.430
N (-8.36900, 0.37492, 5.06407)  -0.183
N (-10.92038, 5.17949, 12.73524)  -0.454
N (-9.47923, 0.54480, 12.15847)  -0.278
H (-14.76295, 0.00313, 4.64183)  0.365
H (-9.09913, -2.61919, 8.59826)  0.214
C (-11.49292, 4.37207, 11.82659)  0.399
N (-10.12704, 2.02560, 8.17077)  0.785
C (-8.23259, 0.47238, 11.97199)  0.299
H (-10.01484, 5.52348, 12.44929)  0.201
N (-6.92904, -0.33806, 6.48888)  -0.322
H (-14.95841, 1.71618, 4.59056)  0.317
H (-9.22073, 3.57150, 6.41287)  0.212
N (-7.99491, 0.72807, 10.71672)  -0.340
C (-14.75592, 1.76518, 9.94070)  0.477
N (-10.65745, 4.01719, 10.83732)  -0.178
C (-14.81926, 0.88428, 5.28097)  -1.473
N (-11.74704, -1.16677, 8.61937)  -0.169
H (-15.62823, 0.77295, 6.00296)  0.406
H (-11.51626, 5.65981, 13.39426)  0.258
H (-13.55305, 2.81293, 8.75719)  0.261
H (-8.76788, 0.91527, 10.09416)  0.422
O (-12.59198, 3.95712, 11.84152)  -0.633
H (-10.02033, 1.21607, 11.63245)  0.206
H (-11.07063, 3.25907, 10.31326)  -0.068
H (-13.15728, 0.29170, 6.65893)  -0.172
O (-9.23586, 1.47172, 7.51200)  -0.766
H (-9.76239, 5.83081, 5.40338)  0.273
H (-7.04427, 0.83947, 10.39430)  0.201
H (-7.20106, 0.46933, 7.03131)  0.234
O (-7.42073, 0.18350, 12.79987)  -0.731
C (-12.19649, 1.30680, 5.02727)  -1.060
H (-12.26337, 0.50838, 4.28825)  0.465
C (-10.91937, -2.09166, 9.02232)  0.503